Record 1
{"formula": "C42H133N7O28", "method": "the ωB97M-V functional and the def2-TZVPD basis", "total_charge": 0, "energy_ev": -113464.2592, "largest_force_ev_per_a": 2.9, "gap_ev": 9.23, "species": ["C", "O", "C", "C", "N", "C", "C", "O", "C", "H", "H", "H", "H", "H", "H", "H", "H", "H", "H", "H", "H", "H", "H", "H", "C", "O", "C", "C", "N", "C", "C", "O", "C", "H", "H", "H", "H", "H", "H", "H", "H", "H", "H", "H", "H", "H", "H", "H", "C", "O", "C", "C", "N", "C", "C", "O", "C", "H", "H", "H", "H", "H", "H", "H", "H", "H", "H", "H", "H", "H", "H", "H", "C", "O", "C", "C", "N", "C", "C", "O", "C", "H", "H", "H", "H", "H", "H", "H", "H", "H", "H", "H", "H", "H", "H", "H", "C", "O", "C", "C", "N", "C", "C", "O", "C", "H", "H", "H", "H", "H", "H", "H", "H", "H", "H", "H", "H", "H", "H", "H", "C", "O", "C", "C", "N", "C", "C", "O", "C", "H", "H", "H", "H", "H", "H", "H", "H", "H", "H", "H", "H", "H", "H", "H", "C", "O", "C", "C", "N", "C", "C", "O", "C", "H", "H", "H", "H", "H", "H", "H", "H", "H", "H", "H", "H", "H", "H", "H", "O", "H", "H", "O", "H", "H", "O", "H", "H", "O", "H", "H", "O", "H", "H", "O", "H", "H", "O", "H", "H", "O", "H", "H", "O", "H", "H", "O", "H", "H", "O", "H", "H", "O", "H", "H", "O", "H", "H", "O", "H", "H"], "coordinates": [[-7.3021, -2.4903, -0.0694], [-7.2044, -1.5026, 0.9330], [-5.9397, -1.5149, 1.5129], [-5.7975, -0.3913, 2.5334], [-4.4879, -0.4270, 3.2252], [-4.2364, 0.6606, 4.1446], [-3.7860, 1.9622, 3.4560], [-4.0655, 3.0111, 4.4349], [-3.5002, 4.2839, 4.0805], [-8.3872, -2.6363, -0.2290], [-6.9139, -3.4278, 0.4441], [-6.6951, -2.2308, -0.9392], [-5.1656, -1.3098, 0.7871], [-5.7262, -2.4667, 1.9790], [-6.6465, -0.3511, 3.2425], [-5.7200, 0.5793, 2.0434], [-4.3324, -1.3818, 3.6431], [-3.4822, 0.3461, 4.8449], [-5.2156, 0.7857, 4.6884], [-4.3127, 2.2200, 2.5238], [-2.6878, 1.9514, 3.2861], [-2.4934, 4.2180, 3.6972], [-3.4740, 4.8474, 4.9915], [-4.1370, 4.7461, 3.3083], [-3.8091, -7.7521, 0.2458], [-3.1116, -6.5691, 0.0115], [-3.8064, -5.5930, -0.7358], [-2.9974, -4.3437, -0.7857], [-3.4795, -3.2727, -1.6767], [-2.4474, -2.2969, -1.8291], [-3.1248, -1.0858, -2.4548], [-3.7915, -1.3460, -3.6664], [-4.2509, -0.1455, -4.2617], [-4.6984, -7.5800, 0.7552], [-3.1669, -8.3389, 0.9407], [-4.0701, -8.2654, -0.6340], [-4.7799, -5.3667, -0.3159], [-3.9655, -6.0235, -1.7706], [-1.9394, -4.5822, -1.0180], [-2.9780, -3.8989, 0.2354], [-3.6418, -3.6648, -2.5979], [-1.4778, -2.5544, -2.2984], [-2.2067, -2.0000, -0.8053], [-2.5000, -0.2831, -2.6965], [-3.8367, -0.8348, -1.7151], [-3.4673, 0.7195, -4.1840], [-5.1752, 0.1881, -3.7598], [-4.5539, -0.3973, -5.2656], [0.7177, 4.1718, 0.9478], [0.4354, 5.5030, 0.5710], [1.3540, 6.4708, 1.0614], [1.7669, 6.3483, 2.4965], [0.6713, 6.6278, 3.3972], [0.9622, 6.0681, 4.7537], [1.9572, 6.9531, 5.4256], [3.2531, 6.4234, 5.2284], [4.2648, 7.2284, 5.7427], [1.7889, 3.8889, 0.7879], [0.0957, 3.5071, 0.3404], [0.5872, 4.0299, 2.0813], [0.9840, 7.4727, 0.7975], [2.2881, 6.3816, 0.3969], [2.5842, 7.0774, 2.5921], [2.2893, 5.4094, 2.6384], [-0.1600, 6.2021, 3.0355], [1.3199, 5.0540, 4.6223], [0.0464, 5.9362, 5.2741], [1.7790, 7.1195, 6.5399], [1.9137, 7.9179, 4.9203], [4.1871, 8.2496, 5.3151], [5.2566, 6.8154, 5.5330], [4.0372, 7.3120, 6.8339], [2.2755, -2.9324, 4.0829], [1.5566, -2.0822, 5.0072], [0.2736, -1.7506, 4.4788], [-0.5818, -1.0619, 5.4978], [-0.1302, 0.3196, 5.6703], [-1.0349, 1.1839, 6.3863], [-1.8457, 0.5056, 7.5010], [-0.9310, 0.1287, 8.5214], [-1.5983, -0.2371, 9.7162], [2.1244, -4.0050, 4.1978], [3.3399, -2.8042, 4.3066], [2.1123, -2.6756, 2.9707], [-0.2824, -2.5971, 4.0603], [0.4495, -1.0656, 3.5627], [-0.6513, -1.6480, 6.4146], [-1.6111, -1.1229, 5.0776], [0.7015, 0.2501, 6.2763], [-1.7573, 1.6842, 5.7538], [-0.4172, 1.9963, 6.7742], [-2.4452, -0.3218, 7.1807], [-2.5252, 1.2561, 7.9646], [-0.8016, -0.3401, 10.4635], [-2.0869, -1.2284, 9.6140], [-2.3522, 0.5036, 10.0750], [1.8872, -5.5777, -3.0450], [0.5826, -4.9939, -2.8971], [-0.2624, -5.3276, -4.0503], [0.1547, -4.7790, -5.4390], [0.1900, -3.3617, -5.5262], [-1.1467, -2.7626, -5.5988], [-1.0852, -1.2454, -5.6058], [-0.4092, -0.7618, -4.4712], [-0.4996, 0.6827, -4.4263], [2.5542, -4.9439, -3.6616], [1.8245, -6.6375, -3.2945], [2.2588, -5.4678, -1.9978], [-1.2905, -4.9281, -3.8277], [-0.3752, -6.3899, -4.0871], [-0.5650, -5.3059, -6.1134], [1.1410, -5.1556, -5.6614], [0.8156, -3.0247, -6.2454], [-1.7235, -3.1465, -4.7019], [-1.6350, -3.1202, -6.4857], [-2.1508, -0.8810, -5.5275], [-0.5664, -0.9904, -6.5699], [-0.5083, 1.0024, -5.5053], [0.3921, 1.0661, -3.8829], [-1.3881, 0.9809, -3.9572], [6.1850, 0.1453, -1.2875], [5.4246, -0.5672, -2.1747], [4.4830, 0.2703, -2.8035], [3.6095, -0.6089, -3.6620], [4.2259, -0.8575, -4.9776], [3.5587, -2.0004, -5.5949], [3.7910, -2.0499, -7.1006], [2.9227, -2.9132, -7.7351], [3.2881, -4.2987, -7.5578], [6.6658, -0.4616, -0.5348], [5.6065, 0.8944, -0.7230], [6.9419, 0.6883, -1.8118], [4.9477, 0.9929, -3.4684], [3.9170, 0.7067, -1.9769], [2.5694, -0.3366, -3.7307], [3.6178, -1.5868, -3.1766], [4.1690, -0.0011, -5.4922], [2.4412, -2.0020, -5.3727], [3.9413, -2.8921, -5.0659], [4.8272, -2.3242, -7.3401], [3.5556, -1.0427, -7.4983], [4.3044, -4.3390, -7.9600], [2.6222, -4.9240, -8.1264], [3.3205, -4.6611, -6.5208], [2.5796, 3.7679, -3.1941], [1.1763, 3.3819, -3.1078], [0.3757, 4.5585, -2.9794], [-0.9943, 4.0708, -3.4329], [-1.6774, 3.1840, -2.5868], [-2.3951, 3.8408, -1.4291], [-3.1362, 2.7998, -0.6510], [-4.1763, 2.1643, -1.4167], [-5.0807, 1.4534, -0.5582], [3.1972, 2.8777, -3.3906], [3.0198, 4.2262, -2.3096], [2.7003, 4.3734, -4.0958], [0.7586, 5.1982, -3.8249], [0.4351, 4.9587, -1.9949], [-0.7636, 3.4376, -4.3443], [-1.6506, 4.9180, -3.7491], [-1.0246, 2.5093, -2.2525], [-3.0309, 4.6828, -1.7330], [-1.6153, 4.3211, -0.7676], [-3.6699, 3.2118, 0.2435], [-2.4255, 2.0646, -0.2494], [-5.8619, 1.0421, -1.2070], [-5.6655, 2.0372, 0.1464], [-4.6844, 0.5639, -0.0853], [1.2676, 2.0786, 3.4813], [1.5716, 1.4102, 2.8484], [0.7793, 1.5720, 4.1294], [3.8696, 3.2858, 4.1544], [2.9934, 2.8520, 4.0728], [3.7171, 4.2215, 4.4517], [-0.7711, 0.3823, 0.3067], [-0.3722, 0.5235, -0.5645], [-0.0349, 0.7888, 0.8633], [0.9836, -2.1566, -2.5736], [0.5144, -1.6724, -3.2588], [0.9462, -3.1317, -2.7927], [0.2573, -3.3998, 1.0526], [-0.5130, -2.9666, 1.3387], [0.0180, -4.1937, 0.6030], [-1.9115, -1.8401, 1.8780], [-1.5085, -1.0552, 1.4474], [-2.7211, -1.4512, 2.2338], [1.2667, 1.2061, -1.3949], [1.3290, 2.0259, -1.8306], [1.8902, 1.2601, -0.6685], [1.8826, -1.5131, -0.2084], [1.2777, -2.1337, 0.2273], [1.6291, -1.5589, -1.1502], [4.5203, -2.4997, 0.6146], [4.4366, -3.4802, 0.6592], [3.5389, -2.2952, 0.4033], [6.4397, -2.4985, -4.3506], [7.1651, -2.1827, -3.8433], [5.8866, -1.6936, -4.6022], [5.5833, 2.0504, 2.1031], [5.2219, 2.3777, 2.9326], [5.1539, 2.4810, 1.3457], [4.4588, -0.4229, 2.6042], [5.2561, 0.0810, 2.4239], [4.6526, -1.3468, 2.3743], [4.8081, -3.9855, -2.1195], [5.0594, -3.4267, -1.3676], [5.3004, -3.6038, -2.8684], [2.2996, 0.7781, 1.0271], [3.0764, 0.4649, 1.5688], [2.0843, -0.0555, 0.5236]], "forces_ev_per_a": [[-0.2, -1.2, 1.6], [-0.2, 0.6, 0.1], [0.5, 1.3, 0.6], [0.6, 0.7, 0.7], [0.5, -2.7, -0.8], [-1.7, -0.1, -0.2], [0.0, 0.9, 1.3], [0.8, -0.3, -0.7], [-1.1, -1.0, -0.4], [0.7, 0.1, -0.5], [-0.3, 0.5, -1.2], [-0.2, -0.2, -0.2], [0.4, -0.3, -0.6], [0.1, -0.6, 0.3], [0.2, -0.2, -0.2], [-0.7, -0.1, -0.4], [-0.3, 1.6, -0.2], [0.3, 0.0, 0.3], [1.0, 0.7, 0.0], [0.1, -0.4, 0.1], [-0.5, -0.2, -0.2], [0.5, -0.3, -0.2], [-0.2, 0.5, 0.3], [0.2, 0.2, 0.3], [1.9, -0.1, 1.2], [0.5, 0.9, 0.1], [-0.3, -1.1, -1.4], [1.1, 1.1, 0.7], [-0.1, -2.1, -0.1], [0.2, 1.6, 0.0], [0.0, -1.1, 0.0], [0.1, -0.5, -0.8], [0.3, 0.9, 0.9], [-1.9, 0.5, 1.1], [-0.4, 0.1, -0.8], [0.0, -0.9, -1.4], [-0.4, -0.1, 0.2], [0.0, 0.5, 0.7], [-0.3, -0.2, 0.0], [0.0, -0.3, -0.5], [-0.4, -0.1, -0.1], [-0.5, -0.5, -0.1], [0.3, 0.3, 0.0], [1.5, 1.3, 0.5], [-1.0, 0.9, 0.8], [-1.4, -1.5, -0.4], [0.3, 0.2, 0.1], [0.3, 0.1, -0.5], [0.9, -0.2, 1.6], [-0.5, 0.3, 0.1], [1.5, -0.1, -2.1], [0.5, 0.9, -0.7], [0.5, -0.4, 1.1], [-0.3, 0.1, -1.8], [0.5, 0.4, 1.4], [0.0, -1.1, -0.7], [-0.6, 1.0, 0.9], [-0.5, 0.3, -0.2], [0.0, 0.1, 0.4], [-0.2, -0.1, -1.7], [-0.4, -0.4, 0.4], [-0.8, 0.0, 1.0], [-0.3, 0.2, 0.3], [-0.2, -0.7, 0.3], [-0.5, -0.3, -0.2], [0.6, -0.4, 0.2], [-0.9, 0.4, 0.7], [0.1, -0.3, -1.2], [-0.1, 0.3, 0.2], [0.2, -0.3, 0.1], [-0.4, -0.1, 0.1], [0.8, 0.1, -0.4], [0.7, 0.9, -0.8], [-0.3, -1.1, -1.1], [0.7, 0.6, -1.6], [-0.7, 0.0, -1.0], [0.8, -0.5, 0.6], [-0.8, 0.0, 0.7], [0.9, 2.0, 1.1], [-0.6, -0.1, 0.1], [0.3, -0.5, 0.3], [-0.8, 0.0, 0.2], [-0.2, 0.3, -0.1], [0.0, -0.1, 1.7], [0.3, -0.4, 0.3], [-0.4, -0.7, 1.3], [0.3, 0.0, 0.3], [0.5, 0.5, 0.1], [-0.3, 0.0, -0.6], [-0.2, -0.1, -0.7], [-0.2, 0.0, 0.4], [-0.3, -0.7, -0.4], [0.1, -0.2, -0.5], [-0.3, 0.1, 0.0], [0.0, 0.4, 0.0], [0.5, -0.3, -0.4], [0.1, 1.2, 2.0], [-0.7, -0.4, -2.1], [-0.6, 1.8, 0.8], [-0.1, -1.3, 0.8], [-0.5, 0.7, 0.4], [0.5, -0.4, 1.8], [-1.1, -0.8, -0.2], [0.2, 0.8, -0.1], [2.1, -1.0, -1.6], [-0.4, -0.6, -0.1], [0.1, 0.1, -0.3], [0.3, -0.4, -0.9], [1.0, -0.3, 0.1], [0.1, -0.9, -0.2], [0.3, 0.4, -0.1], [0.4, -0.2, -0.2], [-0.1, -0.1, -0.2], [0.5, 0.7, -1.0], [-0.7, 0.0, -0.7], [1.0, -0.2, -0.7], [-0.4, 0.5, 0.8], [0.2, 0.3, 1.1], [-0.7, -0.2, -0.4], [-1.3, 0.5, 0.7], [0.4, 1.0, 1.2], [-0.3, -0.8, -0.6], [-0.8, -0.9, 0.1], [0.9, -1.2, 0.2], [-0.1, -0.2, 0.8], [-0.8, -0.1, 0.4], [0.2, 1.0, 0.6], [-1.3, -1.7, -0.1], [0.9, 1.1, -0.1], [0.0, -0.6, 0.0], [-0.2, -0.1, -0.1], [0.8, 0.6, -0.4], [0.4, 0.7, 0.2], [-0.3, 0.6, -0.4], [-0.4, 0.6, -0.1], [-0.2, 0.0, 0.2], [-0.2, 0.2, -0.8], [1.1, 0.2, -0.4], [0.0, 0.2, -0.4], [0.1, 0.2, 0.1], [0.3, -0.4, 0.0], [0.0, -0.6, 0.0], [-0.3, 0.0, -0.3], [-0.2, 0.4, 0.0], [-0.2, -1.3, -0.9], [2.2, 0.3, 0.8], [-0.1, -0.7, -2.8], [0.2, 0.5, -2.1], [-2.3, 0.7, 1.6], [1.8, 0.0, -0.2], [-1.2, -0.3, 1.1], [-0.1, -0.2, 1.0], [-0.7, -0.4, -1.7], [-0.5, -0.1, 0.2], [-0.5, 0.4, 0.2], [0.0, 0.4, 0.3], [-0.4, 0.3, 1.2], [0.1, 0.7, 0.8], [-0.2, 1.1, 0.5], [0.4, -0.6, 0.3], [0.3, -0.7, 0.6], [0.0, -0.5, -0.5], [-0.8, -0.4, -0.2], [0.7, 0.3, -0.5], [-0.1, -0.2, -0.2], [0.1, 0.1, -0.2], [0.5, 0.7, 0.4], [0.8, 0.1, 0.4], [0.4, 0.3, -0.4], [0.1, 0.1, -0.3], [-0.4, -0.5, 0.7], [-0.3, 1.0, 0.3], [0.2, 0.3, 0.0], [0.0, -1.3, -0.4], [1.2, 0.9, 1.3], [0.1, -0.2, -0.3], [-1.3, -0.8, -0.7], [0.4, -1.4, 0.2], [-0.2, 0.0, -0.5], [-0.2, 1.3, 0.2], [2.5, -0.1, -0.2], [-2.1, 0.8, 0.7], [-0.4, -0.8, -0.5], [0.2, 0.7, -0.2], [0.0, -0.3, -0.1], [-0.3, 0.0, 0.1], [-0.4, -1.7, 0.3], [-0.1, 1.9, -1.3], [0.3, 0.0, 0.6], [0.6, 0.0, 0.5], [-0.3, -0.2, 0.1], [-0.1, -0.2, -0.4], [-2.3, -1.2, -0.3], [0.5, 0.8, 0.1], [1.7, 0.3, 0.0], [-1.5, 0.2, -1.1], [0.8, 0.5, 0.7], [0.5, -0.9, 0.5], [0.6, -0.3, -0.8], [-0.6, 0.6, 0.0], [0.0, -0.1, 0.8], [-0.4, -0.5, 0.2], [0.2, 0.4, -0.1], [-0.1, 0.3, -0.2], [0.2, 0.1, -0.1], [-0.2, 0.1, -0.3], [0.0, 0.0, 0.1], [0.7, -0.5, 0.6], [-0.4, 0.3, -0.4], [0.0, 0.0, 0.3]]}

***

Record 2
{"formula": "C42H26F7NOP2S2Ti", "method": "the ωB97M-V functional and the def2-TZVPD basis", "total_charge": 0, "de_lowest_kcal_mol": 0.0, "energy_ev": -129901.1440, "largest_force_ev_per_a": 2.2, "gap_ev": 7.85, "species": ["Ti", "S", "P", "C", "P", "S", "C", "C", "C", "C", "C", "C", "C", "C", "C", "C", "C", "C", "C", "C", "C", "C", "C", "C", "C", "C", "C", "C", "C", "C", "H", "H", "H", "H", "H", "H", "H", "H", "H", "H", "H", "H", "H", "H", "H", "H", "H", "H", "H", "H", "F", "C", "C", "C", "C", "C", "F", "C", "C", "C", "C", "C", "C", "N", "H", "H", "H", "H", "H", "H", "F", "C", "C", "F", "C", "F", "C", "O", "C", "F", "C", "F"], "coordinates": [[9.6913, 12.2315, 12.1703], [12.2013, 11.3267, 12.5807], [11.0772, 10.9310, 14.1876], [9.7745, 12.0616, 14.2398], [10.0898, 13.7541, 14.5482], [10.2487, 14.6928, 12.7959], [8.6139, 14.4035, 15.4270], [7.6922, 13.5537, 15.9915], [6.5716, 14.0288, 16.6779], [6.4274, 15.4156, 16.8606], [7.3207, 16.2960, 16.2379], [8.4156, 15.7838, 15.5810], [11.4654, 14.1762, 15.6683], [12.7799, 14.4585, 15.2578], [13.7434, 14.7082, 16.1996], [13.4337, 14.6455, 17.5592], [12.1381, 14.3670, 18.0007], [11.1639, 14.1520, 17.0418], [10.3691, 9.2386, 14.0904], [9.0355, 8.9186, 14.4831], [8.6271, 7.5797, 14.5394], [9.5360, 6.5471, 14.2252], [10.8357, 6.8481, 13.8623], [11.2747, 8.1768, 13.8258], [12.0502, 10.9122, 15.7059], [13.4017, 11.1132, 15.5591], [14.2224, 11.0351, 16.6794], [13.6856, 10.7279, 17.9174], [12.3013, 10.5354, 18.0447], [11.4914, 10.6037, 16.9451], [7.7740, 12.4959, 15.8236], [5.8102, 13.3013, 17.1265], [5.5610, 15.8016, 17.3927], [7.1478, 17.3868, 16.1712], [9.1036, 16.4567, 15.0927], [13.0249, 14.5054, 14.2137], [14.7617, 14.9521, 15.9074], [14.2200, 14.8383, 18.2898], [11.8786, 14.3308, 19.0829], [10.1624, 13.9222, 17.3373], [8.4490, 9.7789, 14.6678], [7.6562, 7.2739, 14.8398], [9.2581, 5.5217, 14.2843], [11.5453, 6.0587, 13.6250], [12.2850, 8.4436, 13.5089], [13.8002, 11.3127, 14.5900], [15.3067, 11.1230, 16.6012], [14.2949, 10.6825, 18.7974], [11.9040, 10.4047, 19.0658], [10.4489, 10.4473, 17.0217], [4.7368, 14.4936, 12.2384], [5.7375, 14.0414, 11.5106], [6.8209, 13.5183, 12.1245], [7.9611, 13.2061, 11.3827], [7.9675, 13.4091, 9.9973], [6.7980, 13.9212, 9.4176], [6.6925, 14.0017, 8.0683], [5.7110, 14.2817, 10.1748], [9.2017, 13.0874, 9.2601], [9.4378, 13.1228, 7.8551], [10.6893, 12.8274, 7.3840], [11.7005, 12.4935, 8.2763], [11.3814, 12.4211, 9.5900], [10.1809, 12.6949, 10.0639], [6.7704, 13.4096, 13.1813], [4.8253, 14.7178, 9.6993], [8.5828, 13.4213, 7.2698], [10.8821, 12.8758, 6.3215], [12.6952, 12.2509, 7.9640], [12.1091, 12.0966, 10.3216], [7.9642, 7.5756, 7.2853], [8.2048, 8.2674, 8.4020], [9.4877, 8.4390, 8.9116], [10.5531, 7.9294, 8.2403], [9.7234, 9.2016, 10.0358], [10.9688, 9.3570, 10.4045], [8.7266, 9.8066, 10.7621], [8.9730, 10.6048, 11.7813], [7.4217, 9.5708, 10.3425], [6.3872, 10.0655, 11.0110], [7.1542, 8.8524, 9.1619], [5.9075, 8.6864, 8.6902]], "forces_ev_per_a": [[-0.4, 1.1, 1.1], [-0.1, 0.0, -0.2], [-1.2, -0.3, 0.7], [0.3, 0.7, -0.7], [-0.5, -0.5, 0.5], [0.2, -0.1, -0.5], [0.4, 0.6, 0.3], [-0.9, -0.5, 0.0], [-0.6, 0.1, 1.0], [-0.4, -0.5, -0.5], [-0.3, 0.3, 0.1], [0.4, -0.3, -0.7], [0.1, 0.0, 0.6], [-1.1, -0.1, -0.2], [0.4, 0.1, 0.9], [0.0, 0.1, 0.4], [0.3, 0.1, 0.3], [0.4, -0.2, -0.6], [0.2, -1.5, 0.6], [1.9, -0.5, -0.8], [1.4, 0.0, -0.3], [0.0, 1.4, 0.1], [0.6, 0.6, 0.0], [-0.9, 0.8, -0.3], [0.1, -0.4, -0.5], [0.4, -0.1, 0.9], [0.6, -0.5, 0.3], [-0.8, 0.3, -0.4], [0.6, 0.2, 1.2], [0.4, 0.3, -0.5], [0.2, -0.4, 0.0], [1.3, 1.2, -0.8], [0.1, -0.1, -0.1], [0.1, -0.8, 0.5], [0.1, 0.2, -0.1], [0.0, -0.1, -0.4], [-0.2, -0.1, 0.0], [-0.2, -0.1, -0.2], [0.3, 0.0, -1.0], [-0.5, 0.0, 0.2], [-1.1, 0.4, 0.3], [-0.8, 0.2, 0.2], [-0.4, -0.6, 0.0], [-0.2, 0.1, 0.0], [-0.2, -0.3, 0.2], [0.3, 0.2, -0.4], [-0.3, 0.2, -0.2], [0.3, -0.1, 0.2], [0.0, -0.2, -0.7], [-1.0, -0.1, 0.1], [-1.2, 0.1, 0.7], [0.4, 0.8, -0.1], [1.2, -0.6, 0.0], [0.1, -0.4, 0.1], [-0.6, 0.2, -0.5], [0.3, -0.5, 0.1], [0.0, 0.3, 0.2], [-0.9, 0.3, -1.9], [-0.2, -0.1, -0.9], [-1.1, 0.4, 1.6], [0.1, 0.1, -0.4], [-0.1, 0.0, -0.8], [0.9, -0.4, 0.5], [0.2, -0.1, 1.1], [0.2, -0.2, 0.8], [0.4, -0.2, 0.2], [0.3, -0.1, -0.5], [0.0, 0.0, -0.1], [0.3, 0.0, -0.2], [0.0, 0.1, -0.2], [0.1, 0.2, 0.4], [-0.5, 0.8, 1.4], [0.1, -0.5, -1.3], [-0.7, 0.2, 0.4], [-0.2, -0.5, -0.5], [1.3, 0.2, 0.4], [-1.0, 0.0, -0.1], [0.2, -0.2, 0.1], [-0.6, -0.7, -1.5], [-0.1, 0.2, 0.2], [0.9, -0.5, -0.6], [0.2, 0.2, 0.5]]}